{
  "formula": "C44H52BBrGeMoN3O4Te",
  "method": "ωB97M-V/def2-TZVPD",
  "elements": ["Te", "Mo", "Br", "Ge", "O", "O", "O", "O", "N", "N", "N", "C", "C", "C", "C", "C", "C", "C", "C", "C", "C", "C", "C", "C", "C", "C", "C", "C", "C", "C", "C", "C", "C", "C", "C", "C", "C", "C", "C", "C", "C", "C", "C", "C", "C", "C", "C", "C", "C", "C", "C", "C", "C", "C", "C", "B", "H", "H", "H", "H", "H", "H", "H", "H", "H", "H", "H", "H", "H", "H", "H", "H", "H", "H", "H", "H", "H", "H", "H", "H", "H", "H", "H", "H", "H", "H", "H", "H", "H", "H", "H", "H", "H", "H", "H", "H", "H", "H", "H", "H", "H", "H", "H", "H", "H", "H", "H", "H"],
  "coordinates": [[-0.51616, 2.87328, 3.06963], [0.16366, -0.51497, -0.17895], [-0.70998, -2.50509, 1.83893], [-1.64049, -1.38273, -1.93591], [1.10722, -2.16636, -0.56932], [1.09220, -0.16877, 1.54574], [2.36853, -3.41714, -1.93378], [2.88784, 1.59266, -2.49585], [0.03341, 1.65545, -0.43133], [-1.70748, 0.05341, 0.60849], [1.52734, 0.00041, -1.54770], [5.03017, 0.43844, 3.44936], [3.71921, 0.39839, 2.66225], [-5.77415, 0.80623, -2.86789], [0.80992, 2.01935, -5.58526], [3.27293, -1.73083, 3.99065], [4.07849, 0.28097, 1.17046], [-5.51646, -0.49201, -3.28107], [-2.77222, 0.18394, 1.04514], [0.73158, -0.39151, -5.36953], [-3.32006, -0.40930, -2.25659], [2.98445, 1.71929, 2.92373], [1.59541, -1.02507, 2.44176], [-0.74317, 4.98185, 2.73121], [2.56702, -2.88828, 4.33198], [-0.60775, 1.01718, -3.91427], [3.29671, -3.10702, 6.70942], [1.96672, -2.34579, -1.59066], [0.72912, -2.79694, -5.14013], [1.99269, 1.29204, -1.74651], [-4.58001, 6.05312, 4.32841], [-3.69063, 7.04781, 3.93944], [-2.59584, 2.91567, 3.56373], [-2.12642, -3.20837, -1.42128], [3.14112, -3.84677, 5.37307], [-2.97422, 4.36677, 3.69687], [2.29875, -1.02800, -2.23806], [-0.12602, 2.13477, -4.53502], [1.17041, -1.67830, -5.77941], [-4.81030, 1.50179, -2.15300], [1.30624, 2.26721, -0.82542], [-3.59794, 0.89658, -1.85585], [2.84452, -0.79464, 3.06143], [2.23596, -5.05826, 5.59472], [1.36703, -3.12093, 3.68031], [-4.22147, 4.72218, 4.20737], [-2.08644, 5.36122, 3.30321], [4.51400, -4.34953, 4.90424], [-0.15808, -2.68378, -4.04260], [-0.18326, -0.28348, -4.29471], [-2.45080, 6.70053, 3.43151], [0.92057, -2.19794, 2.75490], [-0.61860, -1.46528, -3.61365], [1.21463, 0.78426, -5.99763], [-4.30198, -1.09088, -2.97555], [-4.23444, 0.24551, 1.59742], [-0.65789, 1.81014, -1.16223], [2.33153, -2.73900, 7.06246], [-1.75345, 7.47400, 3.13101], [-2.68551, -3.71082, -2.21183], [5.63528, -0.45450, 3.28236], [3.70611, -3.78006, 7.46618], [-2.76105, -3.16124, -0.53476], [-6.72457, 1.27185, -3.09493], [5.61338, 1.29850, 3.11534], [-5.55021, 6.31654, 4.72925], [0.77664, -4.00562, 3.86829], [1.93072, 2.37892, 0.06334], [4.22394, -1.56407, 4.47573], [2.07304, 1.78564, 2.33393], [-1.23662, -3.79309, -1.18762], [1.18310, 3.23543, -1.30601], [4.63600, 1.16313, 0.84485], [2.06358, -1.06404, -3.30364], [1.19288, 2.90921, -6.06691], [1.92295, 0.68218, -6.81144], [3.36690, -0.82599, -2.14776], [-0.33327, 2.03564, 0.45041], [-1.37395, 1.11545, -3.15572], [3.63255, 2.56249, 2.67012], [-4.64584, 1.36384, 1.35979], [-6.26332, -1.04305, -3.83864], [1.07463, -3.77574, -5.44642], [4.92974, -5.04247, 5.63924], [4.42934, -4.87097, 3.94904], [2.68419, -5.71340, 6.34343], [4.70333, -0.59802, 0.99751], [-0.48046, 3.11515, -4.23898], [2.10893, -5.63889, 4.67879], [0.06591, 5.52226, 3.21894], [-4.17116, 0.01726, 2.78609], [-4.12142, -2.10754, -3.30834], [-4.91177, 3.94365, 4.50955], [1.87303, -1.75199, -6.60119], [-4.85510, -0.59643, 0.98821], [4.85736, 0.54995, 4.52178], [-3.96203, 8.09095, 4.03771], [-3.17219, 2.42179, 2.78885], [1.24991, -4.76315, 5.95943], [2.70747, 1.80651, 3.97651], [-5.00732, 2.50968, -1.81059], [-0.45220, -3.58867, -3.52332], [-2.87568, 1.46014, -1.27633], [-0.69914, 5.18695, 1.66257], [3.18842, 0.18718, 0.54904], [5.22320, -3.53012, 4.77969], [-2.74609, 2.37419, 4.49536], [3.97057, -2.25373, 6.61961]],
  "forces_ev_per_angstrom": [[-0.1, 0.1, 0.0], [0.5, -0.1, -0.2], [-0.1, -0.1, -0.1], [-0.2, -0.2, 0.1], [0.1, -0.1, -0.1], [-0.4, 0.3, -0.2], [0.1, 0.0, 0.1], [0.0, 0.0, 0.0], [0.2, 0.0, 0.0], [0.1, 0.2, 0.1], [-0.1, 0.0, 0.0], [0.0, 0.0, 0.0], [0.0, 0.0, -0.1], [0.0, 0.0, 0.0], [0.0, 0.0, 0.0], [0.0, 0.0, 0.0], [0.0, 0.0, 0.0], [0.0, 0.0, 0.0], [-0.1, -0.2, 0.0], [0.0, 0.0, 0.0], [0.0, 0.1, 0.0], [0.0, 0.0, 0.0], [0.1, -0.3, 0.1], [0.0, 0.0, 0.0], [0.0, 0.0, 0.0], [0.0, 0.0, 0.0], [0.0, 0.0, 0.0], [-0.3, 0.0, -0.1], [0.0, 0.0, 0.0], [-0.1, 0.0, 0.0], [0.0, 0.0, 0.0], [0.0, 0.0, 0.0], [0.0, 0.0, 0.0], [0.0, 0.0, 0.0], [0.0, 0.0, 0.0], [0.0, 0.0, 0.0], [0.1, 0.1, 0.2], [0.0, 0.0, 0.0], [0.0, 0.0, 0.0], [0.0, 0.0, 0.0], [-0.1, 0.0, 0.0], [0.0, 0.0, -0.1], [-0.1, 0.0, 0.0], [0.0, 0.0, 0.0], [0.1, 0.0, 0.0], [0.0, 0.0, 0.0], [0.0, 0.0, 0.0], [0.0, 0.0, 0.0], [0.0, 0.0, 0.0], [0.0, 0.0, 0.0], [0.0, 0.0, 0.0], [0.1, 0.2, 0.0], [0.1, 0.1, 0.0], [0.0, 0.0, 0.0], [0.0, 0.0, 0.0], [0.0, 0.2, 0.0], [-0.1, 0.0, 0.1], [0.0, 0.0, 0.0], [0.0, 0.0, 0.0], [0.0, 0.0, 0.0], [0.0, 0.0, 0.0], [0.0, 0.0, 0.0], [0.0, 0.0, 0.0], [0.0, 0.0, 0.0], [0.0, 0.0, 0.0], [0.0, 0.0, 0.0], [0.0, 0.0, 0.0], [0.0, 0.0, 0.0], [0.0, 0.0, 0.0], [0.0, 0.0, 0.0], [0.0, 0.0, 0.0], [0.0, 0.0, 0.0], [0.0, 0.0, 0.0], [0.0, 0.0, 0.1], [0.0, 0.0, 0.0], [0.0, 0.0, 0.0], [0.0, 0.0, 0.0], [0.1, 0.1, 0.1], [0.0, 0.0, 0.0], [0.0, 0.0, 0.0], [0.0, 0.0, 0.0], [0.0, 0.0, 0.0], [0.0, 0.0, 0.0], [0.0, 0.0, 0.0], [0.0, 0.0, 0.0], [0.0, 0.0, 0.0], [0.0, 0.0, 0.0], [0.0, 0.0, 0.0], [0.0, 0.0, 0.0], [0.0, 0.0, 0.0], [0.0, 0.0, 0.0], [0.0, 0.0, 0.0], [0.0, 0.0, 0.0], [0.0, 0.0, 0.0], [0.1, 0.0, 0.0], [0.0, 0.0, 0.0], [0.0, 0.0, 0.0], [-0.1, -0.1, -0.1], [0.0, 0.0, 0.0], [0.0, 0.0, 0.0], [0.0, 0.0, 0.0], [0.0, 0.0, 0.0], [0.0, 0.0, 0.0], [0.0, 0.0, 0.0], [0.0, 0.0, 0.0], [0.0, 0.0, 0.0], [0.0, 0.0, 0.0], [0.0, 0.0, 0.0]],
  "largest_force_ha_per_bohr": 0.0109,
  "e_tot_ha": -7185.15499,
  "homo_ev": [-8.013, -8.085],
  "orbital_gap_ev": [6.170, 6.596],
  "s_squared": 0.763,
  "lumo_energy_ev": [-1.84, -1.49],
  "multiplicity": 2,
  "total_charge": 0,
  "e_above_lowest_kj_mol": 0.0,
  "mol_weight_g_mol": 1073.8
}